(1)
# C37H37Cl3NiO2P2

C37H37Cl3NiO2P2 as an isolated structure in a non-equilibrium geometry (wB97M-V/def2-TZVPD, the OMol25 dataset).

Calculated values
Relative energy (zero: lowest compared OMol25 entry of this formula, charge and spin) = 124.8 kcal per mole
Highest occupied orbital energy (alpha / beta) = -0.2444 / -0.2371 Eh
<S²> = 2.07
LUMO energy (alpha / beta) = -0.70 / -1.47 eV
2S+1 = 3
Net charge = 0

Each line ends with the Löwdin charge.
CARTESIAN COORDINATES (ANGSTROEM)
Ni -1.61 0.10 -3.87  0.350
C -1.07 1.56 -5.76  -0.126
C -1.62 2.57 -5.01  -0.164
C -3.03 3.02 -5.16  -0.174
C -4.08 1.87 -5.18  -0.156
C -3.65 0.60 -4.53  -0.134
C -2.87 -0.42 -5.10  -0.248
C -2.45 -0.38 -6.58  -0.183
C -1.72 0.89 -6.94  -0.182
C -0.89 -1.11 -0.01  -0.162
H 0.03 1.42 -5.74  0.098
H -0.95 3.32 -4.56  0.087
H -3.16 3.60 -6.08  0.130
H -3.28 3.70 -4.35  0.090
H -4.96 2.23 -4.64  0.120
H -4.42 1.73 -6.22  0.118
H -4.17 0.38 -3.58  0.103
H -2.98 -1.45 -4.69  0.081
H -3.29 -0.54 -7.27  0.117
H -1.78 -1.25 -6.69  0.107
H -0.91 0.62 -7.65  0.119
H -2.38 1.58 -7.48  0.112
H -0.07 -0.90 -0.62  0.034
H -0.78 -2.01 0.49  0.035
H -0.97 -0.33 0.73  0.044
P -0.55 2.13 -2.44  1.098
P -2.40 -1.09 -1.00  0.997
C -2.21 1.56 -2.37  -0.452
C -2.80 0.62 -1.48  -0.305
C -0.39 3.71 -1.67  -0.364
C -1.24 4.73 -2.12  -0.090
C -1.22 5.96 -1.45  -0.085
C -0.35 6.14 -0.37  -0.082
C 0.54 5.14 0.05  -0.048
C 0.52 3.90 -0.60  -0.045
C 0.93 1.96 -3.46  -0.350
C 1.29 0.68 -3.94  -0.123
C 2.42 0.53 -4.75  -0.066
C 3.25 1.65 -5.01  -0.066
C 2.89 2.92 -4.55  -0.071
C 1.73 3.10 -3.79  -0.056
C -3.75 -1.46 0.14  -0.303
C -4.03 -0.45 1.07  -0.104
C -5.19 -0.50 1.83  -0.067
C -6.07 -1.61 1.72  -0.055
C -5.68 -2.70 0.88  -0.079
C -4.52 -2.64 0.12  -0.075
C -2.24 -2.68 -1.97  -0.299
C -1.21 -3.60 -1.66  -0.063
C -0.87 -4.60 -2.58  -0.084
C -1.51 -4.70 -3.78  -0.090
C -2.67 -3.96 -4.01  -0.078
C -3.11 -3.05 -3.02  -0.122
H -2.94 2.30 -2.79  0.073
H -3.69 0.99 -0.96  0.065
H -1.89 4.55 -2.99  0.080
H -1.89 6.75 -1.79  0.100
H -0.36 7.10 0.16  0.104
H 1.22 5.30 0.85  0.100
H 1.18 3.08 -0.33  0.071
H 0.61 -0.18 -3.70  0.103
H 2.69 -0.43 -5.16  0.102
H 4.17 1.51 -5.56  0.100
H 3.53 3.79 -4.77  0.109
H 1.45 4.09 -3.44  0.108
H -3.37 0.42 1.15  0.112
H -5.45 0.31 2.51  0.105
H -7.01 -1.64 2.26  0.098
H -6.32 -3.57 0.84  0.101
H -4.22 -3.49 -0.48  0.099
H -0.68 -3.54 -0.72  0.097
H -0.06 -5.29 -2.31  0.114
H -1.15 -5.36 -4.56  0.110
H -3.23 -4.05 -4.92  0.104
H -4.11 -2.59 -3.08  0.121
Cl 2.64 2.10 3.32  0.551
C 3.03 1.36 1.77  -1.497
Cl 3.99 2.56 0.81  0.516
Cl 3.92 -0.15 1.99  0.573
C 1.68 0.95 0.92  -0.842
O 0.73 0.74 1.61  -0.020
O 1.91 0.83 -0.36  -0.152

(2)
# H14O7

A 7-piece molecular cluster, H14O7 overall (wB97M-V/def2-TZVPD, the OMol25 dataset).

Calculated values
Relative energy (zero: lowest compared OMol25 entry of this formula, charge and spin) = 37.7 kcal per mole
Highest occupied orbital energy = -0.3867 Eh
LUMO energy = -0.16 eV
Net charge = 0
SMILES string = O.O.O.O.O.O.O

Each line ends with the Löwdin charge.
CARTESIAN COORDINATES (ANGSTROEM)
O -0.12 -0.03 -0.87  -0.035
H -0.61 0.05 -0.05  0.014
H 0.76 0.27 -0.66  0.017
O 3.51 -1.71 0.60  -0.049
H 3.17 -0.96 0.11  -0.014
H 4.38 -1.45 0.87  0.027
O -1.55 -0.01 1.75  -0.027
H -1.58 -0.18 2.69  0.071
H -2.27 -0.53 1.39  0.070
O 2.40 0.98 0.04  -0.029
H 2.20 1.61 0.73  0.069
H 3.30 1.19 -0.23  0.064
O -0.80 -2.95 -0.90  -0.045
H -0.78 -1.99 -0.83  -0.019
H -1.33 -3.23 -0.15  0.021
O -1.14 0.24 -3.50  -0.063
H -0.82 0.23 -2.60  -0.030
H -1.50 1.12 -3.62  0.024
O -2.27 2.74 1.51  -0.059
H -3.00 2.78 2.13  0.028
H -1.95 1.84 1.57  -0.032

(3)
# C12H10ClN3Zr

C12H10ClN3Zr as an isolated structure in a non-equilibrium geometry (wB97M-V/def2-TZVPD, the OMol25 dataset).

Calculated values
Highest occupied orbital energy = -0.3276 Eh
LUMO energy = -0.91 eV
Net charge = 0

Each line ends with the Löwdin charge.
CARTESIAN COORDINATES (ANGSTROEM)
C 1.09 -1.56 1.22  -0.163
C 1.15 -1.58 -0.24  -0.328
C -0.20 -1.88 -0.70  -0.258
H 2.07 -1.63 -0.82  0.113
C -1.03 -2.05 0.44  -0.099
C -0.22 -1.90 1.61  -0.121
H -0.56 -2.10 2.63  0.112
H 1.97 -1.44 1.86  0.113
H -0.45 -2.17 -1.72  0.103
H -2.07 -2.38 0.44  0.111
Zr 0.22 0.53 -0.38  1.309
Cl 2.26 1.39 0.42  0.107
C 0.21 2.32 -1.84  -0.234
C -1.04 1.61 -2.05  -0.187
C -0.72 0.33 -2.60  -0.186
H -2.04 2.01 -1.88  0.126
C 0.71 0.23 -2.73  -0.186
C 1.28 1.46 -2.29  -0.255
H 2.33 1.72 -2.34  0.105
H 0.30 3.37 -1.60  0.125
H -1.44 -0.39 -2.96  0.119
H 1.26 -0.58 -3.20  0.126
N -0.91 1.21 1.40  -0.038
C -0.90 1.01 2.58  -0.337
N -0.65 0.67 3.75  0.108
C -1.16 0.83 4.93  -0.381
N -1.47 0.96 6.07  0.096

(4)
# C5H7N3O

One molecule with the formula C5H7N3O in a non-equilibrium geometry (wB97M-V/def2-TZVPD, the OMol25 dataset).

Calculated values
Relative energy (zero: lowest compared OMol25 entry of this formula, charge and spin) = 70.9 kcal per mole
Highest occupied orbital energy = -0.3424 Eh
LUMO energy = 0.44 eV
Net charge = 0
SMILES string = CN(C(=O)C#N)N1CC1

Each line ends with the Löwdin charge.
CARTESIAN COORDINATES (ANGSTROEM)
C -0.09 -0.49 1.71  0.007
N 0.33 -0.13 0.31  -0.082
C 1.52 0.44 -0.07  -0.447
O 1.90 0.57 -1.23  0.071
C 2.20 1.03 1.07  -0.123
N 2.67 1.68 1.89  0.190
N -0.35 -0.82 -0.75  -0.056
C -1.71 -0.40 -0.99  -0.120
C -0.60 0.06 -1.87  -0.140
H 0.06 -1.52 1.96  0.084
H 0.40 0.10 2.47  0.075
H -1.17 -0.35 1.73  0.079
H -2.10 0.35 -0.28  0.115
H -2.33 -1.26 -1.33  0.117
H -0.37 1.14 -1.82  0.119
H -0.35 -0.39 -2.82  0.113

(5)
# C33H28N6S2

A 5-piece molecular cluster, C33H28N6S2 overall in a non-equilibrium geometry (wB97M-V/def2-TZVPD, the OMol25 dataset).

Calculated values
Highest occupied orbital energy = -0.2829 Eh
LUMO energy = -0.41 eV
Net charge = 0
SMILES string = S=C=Nc1cccc2c1Sc1ccccc1N2.c1ccncc1.c1ccncc1.c1ccncc1.c1ccncc1

Each line ends with the Löwdin charge.
CARTESIAN COORDINATES (ANGSTROEM)
S -4.14 -0.46 -7.18  0.633
C -3.76 -1.78 -6.22  -0.610
N -3.91 -2.75 -5.36  0.023
C -4.29 -2.23 -4.03  -0.241
C -3.29 -2.19 -2.81  -0.020
C -3.83 -1.63 -1.47  -0.068
C -5.29 -1.12 -1.27  -0.013
C -6.30 -1.13 -2.48  -0.176
C -5.74 -1.70 -3.84  -0.335
S -6.97 -1.67 -5.25  0.846
C -7.82 -0.03 -4.94  -0.396
C -8.18 0.93 -6.09  -0.067
C -8.85 2.29 -5.67  -0.082
C -9.15 2.59 -4.18  -0.078
C -8.79 1.60 -3.01  -0.013
C -8.09 0.27 -3.41  -0.192
N -7.69 -0.66 -2.34  0.015
H -2.21 -2.55 -2.96  0.096
H -3.12 -1.57 -0.55  0.075
H -5.65 -0.71 -0.27  0.088
H -7.92 0.66 -7.17  0.097
H -9.08 3.02 -6.53  0.088
H -9.64 3.59 -3.89  0.087
H -9.01 1.82 -1.92  0.090
H -7.87 -0.28 -1.40  0.121
C 1.92 -0.05 -0.20  -0.072
C 1.25 -0.12 1.01  -0.091
C -0.11 -0.39 1.00  -0.174
N -0.82 -0.59 -0.12  0.050
C -0.15 -0.51 -1.28  -0.150
C 1.20 -0.25 -1.38  -0.062
H 2.98 0.16 -0.23  0.066
H 1.77 0.04 1.95  0.107
H -0.67 -0.46 1.93  0.109
H -0.76 -0.67 -2.17  0.088
H 1.69 -0.20 -2.34  0.102
C 7.42 2.04 0.98  -0.086
C 6.76 2.41 -0.18  -0.068
C 5.58 1.77 -0.49  -0.138
N 5.03 0.80 0.26  0.046
C 5.70 0.46 1.38  -0.132
C 6.88 1.05 1.78  -0.089
H 8.35 2.53 1.27  0.111
H 7.16 3.19 -0.83  0.104
H 5.02 2.02 -1.39  0.107
H 5.23 -0.33 1.97  0.107
H 7.37 0.73 2.70  0.095
C 0.25 -4.57 2.17  -0.073
C 0.92 -3.48 1.65  -0.069
C 2.22 -3.24 2.06  -0.149
N 2.88 -4.02 2.94  0.052
C 2.21 -5.07 3.43  -0.159
C 0.91 -5.39 3.08  -0.079
H -0.77 -4.79 1.87  0.107
H 0.44 -2.81 0.94  0.080
H 2.79 -2.40 1.68  0.089
H 2.76 -5.68 4.14  0.100
H 0.42 -6.26 3.51  0.100
C 6.81 3.04 6.28  -0.081
C 6.89 2.87 4.91  -0.078
C 6.00 3.57 4.11  -0.148
N 5.06 4.40 4.59  0.057
C 5.01 4.55 5.92  -0.153
C 5.85 3.90 6.80  -0.077
H 7.49 2.51 6.94  0.105
H 7.62 2.20 4.47  0.086
H 6.02 3.47 3.03  0.089
H 4.24 5.23 6.28  0.102
H 5.76 4.05 7.87  0.101